Entry 1:
Density functional theory data (ωB97M-V/def2-TZVPD) for C36H32F9MgN7O4PS as an isolated structure.

maximum force = 0.00367 Eh/bohr
highest occupied orbital energy = -5.07 eV
total energy = -3914.1359 Ha
frontier orbital gap = 7.2 eV
total charge = -1
relative energy (zero: lowest compared OMol25 entry of this formula, charge and spin) = 0.0 kJ/mol

XYZ file:
```
91
Properties=species:S:1:pos:R:3:lowdin_charge:R:1
Mg -0.67 0.73 -2.31 0.5346
C -2.64 -4.72 0.03 -0.1026
C -2.91 -4.18 -1.37 -0.2994
N -3.34 -2.79 -1.38 -0.0319
C -2.52 -1.73 -1.18 -0.7947
S -0.81 -1.92 -1.27 0.6464
N -3.18 -0.61 -0.89 0.0025
N -2.37 0.47 -0.85 -0.0415
C -2.79 1.53 -0.26 -0.2879
C -4.14 1.68 0.36 -0.0186
C -1.80 2.63 -0.18 -0.1948
C -2.07 3.82 0.50 -0.0114
C -1.08 4.78 0.59 -0.0597
C 0.15 4.54 0.00 -0.0475
C 0.33 3.35 -0.68 -0.1093
N -0.61 2.41 -0.76 0.0862
H -2.32 -5.76 -0.02 0.0665
H -3.53 -4.66 0.65 0.0665
H -1.84 -4.14 0.50 0.0463
H -3.69 -4.76 -1.86 0.1065
H -2.01 -4.25 -1.98 0.0770
H -4.31 -2.59 -1.20 0.1266
H -4.66 0.73 0.32 0.0659
H -4.72 2.42 -0.21 0.0943
H -4.07 2.03 1.39 0.0614
H -3.04 3.98 0.94 0.1050
H -1.26 5.70 1.12 0.1071
H 0.95 5.26 0.04 0.1044
H 1.25 3.14 -1.22 0.1093
N 1.22 -0.20 -2.90 -0.0510
N 2.15 0.83 -3.21 -0.0115
C 1.55 2.06 -3.65 -0.7428
O 2.31 2.86 -4.19 -0.0078
O 0.32 2.20 -3.35 -0.0936
H 1.59 -0.79 -2.18 0.0090
H 0.91 -0.74 -3.71 0.0682
H 2.87 0.55 -3.86 0.1195
O -0.58 -1.28 -4.99 0.0051
C -1.66 -0.74 -4.82 -0.5016
C -2.88 -1.03 -5.69 -0.0920
C -3.94 -0.08 -5.16 -0.0923
C -3.23 0.64 -4.01 -0.5043
O -3.75 1.51 -3.33 0.0335
N -1.96 0.17 -3.86 0.0894
H -3.15 -2.09 -5.57 0.1132
H -2.62 -0.87 -6.74 0.1121
H -4.83 -0.58 -4.76 0.1121
H -4.27 0.66 -5.88 0.1116
F 6.37 3.83 2.88 0.1324
C 6.62 2.84 1.99 -0.5844
F 7.54 2.04 2.56 0.1313
F 7.21 3.42 0.93 0.1366
C 5.37 2.09 1.63 -0.1276
C 4.78 1.30 2.61 -0.0118
C 3.62 0.61 2.32 -0.0685
C 3.03 0.71 1.06 -0.3551
C 3.65 1.49 0.08 -0.0688
C 4.82 2.19 0.37 0.0048
P 1.48 -0.15 0.55 1.1060
C 0.29 0.52 1.76 -0.3556
C -0.92 -0.16 1.94 -0.0935
C -1.91 0.37 2.76 -0.0033
C -1.70 1.58 3.41 -0.1341
C -0.50 2.27 3.23 -0.0133
C 0.48 1.74 2.41 -0.0684
C -2.76 2.19 4.27 -0.5799
F -3.80 1.36 4.47 0.1325
F -3.25 3.32 3.74 0.1237
F -2.28 2.52 5.49 0.1292
C 1.79 -1.83 1.22 -0.3634
C 2.38 -2.73 0.35 -0.0860
C 2.67 -4.03 0.75 0.0000
C 2.34 -4.43 2.04 -0.1282
C 1.74 -3.54 2.92 -0.0071
C 1.47 -2.24 2.51 -0.0691
C 2.64 -5.82 2.52 -0.5810
F 3.06 -6.62 1.53 0.1312
F 1.55 -6.40 3.06 0.1328
F 3.60 -5.84 3.47 0.1314
H 5.23 1.22 3.59 0.1228
H 3.16 -0.01 3.08 0.1086
H 3.22 1.53 -0.92 0.0840
H 5.29 2.79 -0.39 0.1226
H -1.09 -1.08 1.41 0.0780
H -2.84 -0.16 2.89 0.1252
H -0.35 3.22 3.72 0.1260
H 1.40 2.29 2.28 0.1050
H 2.61 -2.44 -0.67 0.1015
H 3.12 -4.73 0.07 0.1197
H 1.49 -3.85 3.92 0.1240
H 1.00 -1.56 3.20 0.1056
```

---

Entry 2:
Density functional theory data (ωB97M-V/def2-TZVPD) for C36H32GaN6OS2 as an isolated structure.

maximum force = 0.07786 Eh/bohr
highest occupied orbital energy = -9.32 eV
total energy = -4515.6255 Ha
frontier orbital gap = 4.6 eV
total charge = +1
relative energy (zero: lowest compared OMol25 entry of this formula, charge and spin) = 786.4 kJ/mol

XYZ file:
```
78
Properties=species:S:1:pos:R:3:lowdin_charge:R:1
Ga 8.29 16.98 13.78 0.3355
C 7.23 22.20 12.01 -0.0053
N 6.47 20.89 12.04 -0.1494
C 5.72 20.64 13.26 -0.2383
C 6.57 20.51 14.47 -0.1729
N 5.77 20.04 15.63 -0.1032
C 4.43 20.64 15.80 -0.0125
C 6.34 19.36 16.66 -0.2287
C 5.59 18.61 17.54 0.0079
C 6.42 18.16 18.71 -0.1900
C 8.58 17.76 18.88 -0.1439
C 9.12 17.08 17.63 -0.0592
C 8.60 17.97 16.39 -0.5993
S 9.81 18.11 15.02 0.7360
C 6.70 19.93 11.11 -0.2356
C 6.75 20.37 9.76 -0.0434
C 7.09 19.54 8.71 -0.0785
C 7.53 18.23 9.05 -0.1001
C 7.35 17.73 10.33 -0.1619
C 6.74 18.48 11.35 -0.5725
S 6.19 17.63 12.81 0.7326
H 6.48 22.96 12.31 0.0991
H 7.61 22.42 11.00 0.0838
H 8.01 22.24 12.72 0.0570
H 5.03 19.79 13.06 0.0875
H 5.07 21.61 13.36 0.1493
H 7.00 21.48 14.68 0.1218
H 7.40 19.79 14.28 0.0887
H 3.88 20.74 14.87 0.0772
H 4.43 21.54 16.37 0.0929
H 3.90 19.88 16.36 0.0657
H 4.56 18.28 17.37 0.1085
H 5.99 18.40 19.68 0.1447
H 9.20 17.84 19.73 0.1315
H 10.15 16.66 17.54 0.1566
H 6.45 21.41 9.46 0.1277
H 7.02 19.88 7.69 0.1052
H 7.98 17.64 8.25 0.0989
H 7.53 16.67 10.60 0.0866
C 9.34 8.01 23.56 -0.0590
O 9.14 9.41 23.85 -0.0730
C 9.14 10.18 22.74 -0.2660
C 9.00 9.71 21.41 -0.0120
C 8.88 10.58 20.36 -0.0208
C 8.73 11.95 20.59 -0.1712
C 8.80 12.43 21.95 -0.0108
C 9.12 11.58 22.99 0.0092
C 8.43 12.80 19.50 -0.2549
N 8.16 12.31 18.26 0.1724
C 8.05 13.39 17.42 -0.1705
C 8.07 14.58 18.15 -0.0936
N 8.44 14.16 19.43 0.1797
C 7.88 15.99 17.73 -0.1158
C 7.25 16.87 18.87 -0.0649
C 7.73 19.01 18.54 -0.1082
C 7.86 19.25 16.94 -0.0991
N 7.50 17.13 15.69 0.0173
C 7.54 15.92 16.21 -0.0953
C 7.74 14.74 15.43 -0.0843
N 8.05 14.92 14.05 0.0500
C 8.38 13.82 13.30 -0.0606
C 8.34 12.52 13.78 -0.0014
C 8.09 12.35 15.14 0.0474
C 7.94 13.46 15.96 -0.0527
H 9.28 7.48 24.49 0.0834
H 10.33 7.85 23.07 0.1131
H 8.49 7.67 22.90 0.1041
H 8.98 8.64 21.22 0.1032
H 8.98 10.32 19.31 0.1154
H 8.76 13.51 22.13 0.1055
H 9.38 11.94 24.01 0.1329
H 8.73 14.75 20.21 0.1652
H 7.09 16.33 19.81 0.1378
H 7.81 19.96 19.12 0.1607
H 8.38 20.16 16.75 0.1294
H 8.60 14.01 12.26 0.1217
H 8.55 11.76 13.04 0.1285
H 8.07 11.33 15.50 0.1376
```

---

Entry 3:
Density functional theory data (ωB97M-V/def2-TZVPD) for a 3-piece molecular cluster, C36H32N4O6P overall.

maximum force = 0.04875 Eh/bohr
highest occupied orbital energy = -11.07 eV
total energy = -2402.6579 Ha
frontier orbital gap = 7.4 eV
total charge = +1

XYZ file:
```
79
Properties=species:S:1:pos:R:3:lowdin_charge:R:1
C 2.66 -1.20 -5.29 0.1121
C 1.63 -0.68 -4.62 -0.1160
N 1.14 0.63 -4.92 -0.0283
N 1.76 1.82 -4.71 0.1307
C 0.90 2.76 -5.14 -0.3726
P 1.49 4.52 -4.91 0.8462
O 1.83 4.92 -6.44 -0.2582
O 0.08 5.24 -4.57 -0.2611
N -0.20 2.23 -5.63 0.1998
C -0.05 0.89 -5.48 -0.3285
N -0.96 0.00 -5.81 0.1153
C -2.26 0.33 -6.40 -0.1290
C -3.39 0.72 -5.42 -0.3843
C -4.32 1.70 -6.15 -0.0699
C -2.90 1.40 -4.14 -0.0765
H 2.77 -1.11 -6.37 0.0859
H 3.41 -1.80 -4.78 0.0829
H 1.06 -1.21 -3.87 0.1063
H 2.66 1.92 -4.26 0.1777
H 1.24 4.52 -7.10 0.0738
H -0.16 5.89 -5.24 0.0763
H -0.73 -0.98 -5.69 0.1549
H -2.11 1.09 -7.18 0.1191
H -2.58 -0.57 -6.93 0.1322
H -3.94 -0.18 -5.15 0.1321
H -4.88 1.20 -6.94 0.0838
H -4.97 2.23 -5.46 0.0835
H -3.69 2.45 -6.65 0.0787
H -2.04 0.89 -3.70 0.0495
H -3.68 1.42 -3.37 0.0896
H -2.56 2.41 -4.37 0.0750
C -0.53 1.41 -0.91 -0.0543
C -0.02 0.33 -1.63 -0.0791
C -0.22 -0.96 -1.18 -0.0047
C -0.92 -1.19 0.00 -0.0698
C -1.42 -0.11 0.73 -0.0717
C -1.23 1.18 0.26 -0.0087
C -2.13 -0.33 2.02 -0.2821
O -2.57 0.62 2.64 0.1027
C -2.28 -1.72 2.52 -0.0802
C -2.88 -1.94 3.75 0.0086
C -3.04 -3.23 4.22 -0.0404
C -2.59 -4.31 3.46 -0.0443
C -1.99 -4.10 2.24 0.0035
C -1.82 -2.80 1.76 -0.0832
C -1.13 -2.60 0.46 -0.2741
O -0.74 -3.52 -0.21 0.1084
H -0.39 2.42 -1.27 0.1086
H 0.53 0.49 -2.54 0.0632
H 0.17 -1.81 -1.73 0.1088
H -1.63 2.02 0.83 0.1215
H -3.23 -1.10 4.33 0.1254
H -3.50 -3.40 5.18 0.1136
H -2.72 -5.32 3.83 0.1120
H -1.63 -4.93 1.65 0.1224
C 0.43 1.54 3.23 -0.0621
C 1.69 1.72 2.68 -0.0533
C 2.80 1.14 3.27 -0.0025
C 2.65 0.39 4.43 -0.0805
C 1.38 0.22 5.00 -0.0750
C 0.27 0.79 4.39 0.0063
C 1.20 -0.55 6.26 -0.2758
O 0.09 -0.70 6.74 0.1080
C 2.41 -1.12 6.91 -0.0833
C 2.27 -1.80 8.12 -0.0003
C 3.38 -2.35 8.73 -0.0521
C 4.64 -2.24 8.14 -0.0522
C 4.78 -1.56 6.94 -0.0004
C 3.67 -0.99 6.32 -0.0835
C 3.85 -0.24 5.05 -0.2772
O 4.94 -0.14 4.53 0.1065
H -0.44 1.98 2.77 0.0870
H 1.81 2.31 1.78 0.1034
H 3.78 1.27 2.85 0.1191
H -0.71 0.65 4.82 0.1196
H 1.29 -1.89 8.57 0.1211
H 3.28 -2.87 9.67 0.1094
H 5.50 -2.67 8.61 0.1094
H 5.75 -1.46 6.47 0.1211
```